8
Properties=species:S:1:pos:R:3 method="wB97M-V/def2-TZVPD" total_charge=-2 orbital_gap_ev=7.7 lumo_energy_ev=7.5 relative_energy_kj_mol=0.0
O 1.002 0.968 -1.747
C 0.222 0.018 -1.484
O -0.264 -0.836 -2.277
C -0.050 -0.113 -0.004
N 0.708 -0.760 0.893
N 0.161 -0.388 2.111
N -0.786 0.434 1.943
N -0.993 0.677 0.566

---

8
Properties=species:S:1:pos:R:3 method="wB97M-V/def2-TZVPD" s2=2.047 multiplicity=3 orbital_gap_ev="6.0 / 6.9" lumo_energy_ev="-0.6 / -5.5" relative_energy_kj_mol=290.7
C 0.854 1.177 0.034
C 0.861 -1.103 -0.040
N 1.366 2.202 0.047
N 1.427 -2.101 0.018
N 0.201 0.056 -0.091
N -1.262 -0.067 -0.025
O -1.779 1.006 -0.020
O -1.668 -1.170 0.078

---

10
Properties=species:S:1:pos:R:3 method="wB97M-V/def2-TZVPD" total_charge=-2 orbital_gap_ev=6.2 lumo_energy_ev=6.3 relative_energy_kj_mol=0.0
C -0.683 0.197 0.154
C 0.583 0.869 0.223
N -2.593 -0.297 -0.602
N -1.560 0.559 -0.773
N -1.142 -0.829 0.889
N -2.348 -1.062 0.359
O 2.058 -0.492 -1.455
O 0.788 2.063 0.290
O 2.558 -1.047 0.987
S 2.337 0.039 -0.073

---

11
Properties=species:S:1:pos:R:3 method="wB97M-V/def2-TZVPD" orbital_gap_ev="8.0 / 8.0" lumo_energy_ev="-2.3 / -2.3" relative_energy_kj_mol=33.1
O 0.735 -1.433 1.185
N -0.330 -1.513 0.654
C -0.853 -0.497 -0.032
N -1.896 -0.541 -0.926
N -2.336 0.572 -1.189
O -1.690 1.492 -0.498
N -0.545 0.812 0.256
O 0.155 1.391 1.063
O 2.837 0.274 0.848
C 2.216 -0.024 -0.025
O 1.619 -0.235 -0.987

---

8
Properties=species:S:1:pos:R:3 method="wB97M-V/def2-TZVPD" total_charge=-1 orbital_gap_ev=8.6 lumo_energy_ev=4.1 relative_energy_kj_mol=82.2
C 0.215 -0.058 -0.723
C -0.482 -0.615 1.347
N 0.306 1.338 -0.864
O -0.711 -1.771 1.448
O 0.932 -0.556 0.146
O -0.678 0.481 1.718
O -0.543 -0.701 -1.432
O 0.963 1.883 -1.640

---

5
Properties=species:S:1:pos:R:3 method="wB97M-V/def2-TZVPD" orbital_gap_ev=11.0 lumo_energy_ev=-0.4 relative_energy_kj_mol=159.6
C 1.260 0.215 -0.053
C -1.290 -0.012 0.142
O 1.495 1.212 -0.575
O 1.224 -0.833 0.428
S -2.689 -0.582 0.058

---

7
Properties=species:S:1:pos:R:3 method="wB97M-V/def2-TZVPD" orbital_gap_ev="5.2 / 5.2" lumo_energy_ev="-1.1 / -1.1" relative_energy_kj_mol=15.0
O -1.728 0.633 -0.088
C -2.460 -0.255 0.148
O -3.331 -0.994 0.267
Yb 0.525 1.493 -0.432
O 2.529 0.820 0.299
C 2.062 -0.280 -0.281
O 2.403 -1.416 0.087

---

57
Properties=species:S:1:pos:R:3 method="wB97M-V/def2-TZVPD" s2=1.013 multiplicity=2 total_charge=+1 orbital_gap_ev="4.5 / 4.5" lumo_energy_ev="-6.2 / -6.4" relative_energy_kj_mol=30.5
Ru 1.318 -0.395 1.566
Cl 7.876 -1.253 0.102
C 6.176 -1.486 0.216
C 5.446 -0.620 0.991
C 4.062 -0.797 1.093
N 3.192 -0.015 1.840
C 3.560 1.033 2.681
O 4.676 1.390 2.959
C 2.344 1.715 3.263
C 2.499 2.789 4.112
C 1.368 3.409 4.618
C 0.121 2.927 4.257
C 0.046 1.838 3.409
N 1.131 1.237 2.913
C 3.428 -1.859 0.396
C 4.189 -2.731 -0.389
C 5.547 -2.543 -0.475
Cl 6.465 -3.624 -1.447
N 2.057 -1.914 0.589
C 1.208 -2.879 0.081
O 1.496 -3.869 -0.544
C -0.238 -2.568 0.423
C -1.240 -3.416 -0.005
C -2.553 -3.116 0.317
C -2.819 -1.977 1.064
C -1.763 -1.180 1.461
N -0.492 -1.460 1.145
H 5.938 0.181 1.518
H 3.501 3.115 4.353
H 1.458 4.258 5.282
H -0.789 3.387 4.617
H -0.911 1.438 3.106
H 3.721 -3.544 -0.919
H -0.963 -4.292 -0.575
H -3.357 -3.766 0.000
H -3.827 -1.713 1.350
H -1.928 -0.291 2.056
F -0.758 -0.147 -2.371
C -1.890 0.494 -2.640
C -2.636 0.091 -3.683
F -2.211 -0.920 -4.411
C -3.891 0.729 -4.033
C -4.265 1.839 -3.178
C -3.520 2.227 -2.129
F -3.925 3.251 -1.396
C -2.282 1.577 -1.775
C -1.539 1.960 -0.686
C -0.291 1.370 -0.342
N 0.731 0.967 0.004
C -1.947 2.939 0.286
N -2.210 3.638 1.158
F -5.380 2.490 -3.437
C -4.665 0.311 -5.074
C -5.909 0.929 -5.438
N -6.906 1.374 -5.796
C -4.330 -0.808 -5.911
N -4.120 -1.723 -6.572

---

70
Properties=species:S:1:pos:R:3 method="wB97M-V/def2-TZVPD" s2=3.774 multiplicity=4 total_charge=-1 orbital_gap_ev="5.7 / 5.7" lumo_energy_ev="0.0 / 0.0" relative_energy_kj_mol=19.2
Cr 0.534 0.229 1.408
Cl 5.649 0.487 6.394
C 4.677 0.338 4.953
C 3.301 0.423 5.045
C 2.579 0.293 3.877
Cl 0.826 0.328 3.930
C 3.133 0.082 2.614
O 2.410 -0.032 1.526
C 4.534 0.007 2.585
Cl 5.322 -0.242 1.064
C 5.297 0.131 3.732
H 2.809 0.580 5.994
H 6.373 0.066 3.667
O 2.447 -2.897 -8.407
S 1.338 -2.851 -7.477
O 1.430 -3.770 -6.361
O 0.024 -2.756 -8.087
C 1.502 -1.214 -6.713
N 1.802 -0.189 -7.523
C 1.901 1.002 -6.966
C 1.716 1.225 -5.608
C 1.409 0.104 -4.859
N 1.304 -1.102 -5.400
C 1.184 0.156 -3.378
C 0.912 -1.013 -2.681
C 0.714 -0.962 -1.315
N 0.775 0.187 -0.627
C 1.047 1.319 -1.290
C 1.250 1.341 -2.651
H 2.144 1.830 -7.627
H 1.812 2.215 -5.190
H 0.859 -1.952 -3.216
H 0.504 -1.848 -0.736
H 1.122 2.219 -0.697
H 1.468 2.287 -3.124
O -1.480 -1.008 2.858
C -0.981 -1.864 2.139
O 0.114 -1.649 1.444
C -1.610 -3.203 1.963
C -2.942 -3.357 2.315
C -3.599 -4.581 2.157
C -2.851 -5.616 1.655
O -3.259 -6.894 1.395
C -2.098 -7.593 0.934
O -1.033 -6.651 0.821
C -1.520 -5.467 1.310
C -0.865 -4.273 1.439
H -3.469 -2.504 2.721
H -4.642 -4.709 2.411
H -2.305 -8.024 -0.045
H -1.828 -8.359 1.665
H 0.168 -4.146 1.149
O 0.462 2.305 1.525
C -0.788 2.247 1.301
O -1.321 1.138 1.059
C -1.599 3.497 1.336
C -0.986 4.685 1.712
C -1.751 5.833 1.742
C -3.091 5.854 1.418
C -3.653 4.649 1.049
C -2.946 3.465 0.999
N -5.099 4.636 0.693
O -5.553 3.602 0.257
O -5.719 5.665 0.860
N -1.104 7.114 2.143
O -1.799 8.107 2.146
O 0.069 7.072 2.438
H 0.062 4.706 1.972
H -3.670 6.763 1.452
H -3.423 2.540 0.711

---

65
Properties=species:S:1:pos:R:3 method="wB97M-V/def2-TZVPD" s2=8.797 multiplicity=6 orbital_gap_ev="5.6 / 3.5" lumo_energy_ev="-2.1 / -4.2" relative_energy_kj_mol=87.8
Ir -0.234 0.305 0.141
Cl -5.932 -3.260 2.248
C -4.323 -2.714 2.043
C -3.290 -3.412 2.644
C -1.974 -3.027 2.456
I -0.417 -4.129 3.270
C -1.632 -1.899 1.647
O -0.455 -1.604 1.359
C -2.750 -1.111 1.124
N -2.434 0.028 0.489
C -3.376 0.761 -0.074
C -4.717 0.369 -0.052
C -5.068 -0.778 0.615
C -4.076 -1.543 1.258
H -3.516 -4.280 3.247
H -3.055 1.678 -0.555
H -5.458 0.974 -0.553
H -6.096 -1.112 0.656
O 1.045 3.254 -2.008
C 0.710 2.943 -0.885
O -0.384 2.344 -0.524
C 1.611 3.300 0.294
C 2.178 4.548 0.348
C 2.992 4.907 1.418
C 3.235 4.010 2.441
C 2.643 2.770 2.404
C 1.805 2.342 1.326
O 1.332 1.141 1.305
N 2.870 1.884 3.545
O 3.957 1.962 4.097
O 1.963 1.164 3.913
N 3.571 6.237 1.475
O 4.247 6.522 2.449
O 3.353 6.992 0.544
H 2.005 5.262 -0.445
H 3.867 4.271 3.277
Cl 5.056 -2.141 -5.474
C 5.331 -2.809 -3.903
C 6.567 -3.371 -3.638
C 6.869 -3.817 -2.363
C 5.943 -3.679 -1.345
C 4.706 -3.120 -1.611
Cl 3.546 -2.965 -0.335
C 4.348 -2.694 -2.903
N 3.100 -2.118 -3.115
C 2.170 -2.506 -4.071
C 2.290 -3.751 -4.705
C 1.376 -4.168 -5.650
C 0.294 -3.363 -5.972
C 0.156 -2.137 -5.345
C 1.075 -1.676 -4.408
C 0.881 -0.279 -3.849
C 0.451 -0.253 -2.389
O -0.768 -0.235 -2.088
O 1.332 -0.251 -1.479
H 7.299 -3.431 -4.432
H 7.837 -4.253 -2.162
H 6.173 -4.010 -0.342
H 2.767 -1.513 -2.378
H 3.109 -4.400 -4.424
H 1.499 -5.130 -6.130
H -0.434 -3.684 -6.705
H -0.693 -1.510 -5.591
H 0.082 0.204 -4.407
H 1.794 0.313 -3.943